Record 1
ORCA calculation (ωB97M-V with the def2-TZVPD basis set) on an isolated molecule of C4H8O2 in a non-equilibrium geometry.

XYZ file:
```
14
Properties=species:S:1:pos:R:3
C 0.76158 0.74150 -1.93364
C -0.19777 0.73797 -0.75688
O -0.18370 -0.52720 -0.10682
C -0.98849 -0.60842 1.05352
C -0.00033 -1.13510 2.03640
O -2.09562 -0.16153 1.14090
H 1.80772 0.64233 -1.62325
H 0.53044 -0.07304 -2.62439
H 0.66506 1.69084 -2.47277
H 0.08930 1.52468 -0.03884
H -1.22603 0.90948 -1.06534
H 0.27984 -2.16505 1.81964
H -0.22050 -1.00227 3.10447
H 0.77851 -0.57418 1.46699
```

Its SMILES is CCOC(C)=O. The net charge is 0. The LUMO energy comes out at 0.954 eV. Its spin multiplicity is 1.

Record 2
ORCA calculation (ωB97M-V with the def2-TZVPD basis set) on a cluster of 3 separate species, C4H8O2 in total in a non-equilibrium geometry.

XYZ file:
```
14
Properties=species:S:1:pos:R:3
C -0.64093 -1.69927 -0.53392
C -0.81214 0.91707 -0.50557
C 0.23719 1.46966 0.09198
O 0.18710 1.77037 1.42652
C 1.74043 -0.31320 0.36929
O 2.19415 -0.17137 1.40404
H -1.30926 -1.38359 -1.34426
H -1.21953 -1.74980 0.39347
H -0.21528 -2.66310 -0.78209
H -1.68506 0.64339 0.07468
H -0.84475 0.79077 -1.58014
H 1.06992 1.85758 -0.49364
H 1.03856 1.61471 1.85620
H 0.25962 -1.08323 -0.37657
```

The net charge is 0. The LUMO energy comes out at 0.714 eV. Its spin multiplicity is 1.

Record 3
ORCA calculation (ωB97M-V with the def2-TZVPD basis set) on a structure of composition C4H8O2.

XYZ file:
```
14
Properties=species:S:1:pos:R:3
C -1.64455 -0.74316 0.11182
C -0.50034 0.13177 0.54866
O 0.63961 -0.35087 1.30564
C 1.48019 0.51363 0.51733
C 0.42043 0.53981 -0.59112
O 0.60748 -0.49486 -1.53464
H -1.31126 -1.71988 -0.24066
H -2.44586 -0.84187 0.84734
H -2.03768 -0.19335 -0.75690
H -0.88861 1.02577 1.06179
H 2.45385 0.05967 0.28342
H 1.64787 1.48499 1.00493
H 0.07901 1.43273 -1.12595
H 1.49988 -0.84436 -1.43169
```

The net charge is 0. The LUMO energy comes out at 0.950 eV. Its spin multiplicity is 1.

Record 4
ORCA calculation (ωB97M-V with the def2-TZVPD basis set) on an isolated molecule of C4H8O2.

XYZ file:
```
14
Properties=species:S:1:pos:R:3
O -0.84127 -2.06662 -0.10476
C -1.06600 -0.67797 0.01431
C 0.22857 -0.04265 0.46508
C 1.31814 0.09350 -0.60783
O 1.18922 1.52534 -0.62472
C 0.22906 1.49117 0.43879
H -1.66119 -2.48104 -0.39267
H -1.85860 -0.45753 0.74885
H -1.37380 -0.23371 -0.94718
H 0.55790 -0.50817 1.39783
H 2.32298 -0.22006 -0.29977
H 1.08362 -0.35709 -1.58047
H 0.59726 1.98452 1.34679
H -0.72589 1.95031 0.14574
```

Its SMILES is OCC1COC1. The net charge is 0. The LUMO energy comes out at 0.846 eV. Its spin multiplicity is 1.

Record 5
ORCA calculation (ωB97M-V with the def2-TZVPD basis set) on a cluster of 2 separate species, C4H8O2 in total in a non-equilibrium geometry.

XYZ file:
```
14
Properties=species:S:1:pos:R:3
C 1.90576 0.36912 0.70779
C 1.45308 -0.34904 -0.50823
C 0.10255 -0.92124 -0.38136
C -1.09129 -0.01260 0.02445
H 2.94146 1.05721 0.72301
H 0.98588 1.46014 1.10334
H 2.41469 -0.25569 1.48440
H 2.15999 -1.00405 -0.84771
H 1.46524 0.71474 -1.17296
H 0.17498 -1.54120 -1.27602
H 0.31961 -1.63132 0.32949
H 0.02814 1.47443 -0.69784
O -1.10733 1.08192 -0.54430
O -1.98148 -0.43088 0.70660
```

The net charge is 0. The LUMO energy comes out at 0.126 eV. Its spin multiplicity is 1.

Record 6
ORCA calculation (ωB97M-V with the def2-TZVPD basis set) on an isolated molecule of C4H8O2.

XYZ file:
```
14
Properties=species:S:1:pos:R:3
C 1.59195 0.73313 -0.97459
C 0.80766 1.11088 0.02548
C -0.61284 0.64662 0.11041
C -0.65787 -0.75538 0.77498
O 0.46275 -1.54701 0.51584
O -1.82078 -1.45411 0.41343
H 1.17096 0.22730 -1.84268
H 2.66523 0.88038 -0.96394
H 1.23132 1.60712 0.89609
H -1.04990 0.59645 -0.89870
H -1.24382 1.32240 0.69842
H -0.63825 -0.62495 1.86114
H 0.42722 -1.83776 -0.40640
H -2.31774 -0.92540 -0.21946
```

Its SMILES is C=CCC(O)O. The net charge is 0. The LUMO energy comes out at 0.891 eV. Its spin multiplicity is 1.

Record 7
ORCA calculation (ωB97M-V with the def2-TZVPD basis set) on a structure of composition C4H8O2 in a non-equilibrium geometry.

XYZ file:
```
14
Properties=species:S:1:pos:R:3
O -0.29701 0.03563 -1.90852
C 0.79277 -0.49413 -1.17012
C 0.87565 0.26688 0.16331
C -0.58201 0.91731 0.42588
C -0.66947 -0.24858 1.39437
O 0.73552 -0.48841 1.37571
H -1.07086 -0.52888 -1.84156
H 0.71022 -1.57815 -1.01192
H 1.67068 -0.30522 -1.79663
H 1.85104 0.79819 0.25370
H -0.46547 1.92037 0.81831
H -1.47562 0.95503 -0.22635
H -1.17769 -1.11302 0.93201
H -1.09370 -0.06397 2.37995
```

The net charge is 0. The LUMO energy comes out at 0.835 eV. Its spin multiplicity is 1.

Record 8
ORCA calculation (ωB97M-V with the def2-TZVPD basis set) on an isolated molecule of C4H8O2.

XYZ file:
```
14
Properties=species:S:1:pos:R:3
C -0.88502 -0.77514 -1.59614
O -0.14826 0.29000 -1.03639
C 0.41722 -0.01772 0.21517
C 1.23401 1.18888 0.66156
C -0.64960 -0.30107 1.26276
O -0.44891 -0.96167 2.25232
H -1.00683 -0.56432 -2.66082
H -0.35920 -1.73378 -1.47969
H -1.88121 -0.86694 -1.13932
H 1.05959 -0.91146 0.14885
H 2.03053 1.38723 -0.06032
H 0.59304 2.07505 0.71552
H 1.67686 1.00573 1.64501
H -1.63221 0.18522 1.07149
```

Its SMILES is CO[C@@H](C)C=O. The net charge is 0. The LUMO energy comes out at 0.960 eV. Its spin multiplicity is 1.

Record 9
ORCA calculation (ωB97M-V with the def2-TZVPD basis set) on a cluster of 2 separate species, C4H8O2 in total in a non-equilibrium geometry.

XYZ file:
```
14
Properties=species:S:1:pos:R:3
C 1.32544 -0.32018 0.22739
C 0.16251 -0.66865 -0.32797
C 0.07379 -1.36175 -1.59164
C -0.80953 -1.21723 -2.63333
O 1.10945 -2.26205 -1.72808
H 2.15610 -1.03411 0.27503
H 1.53118 0.57436 0.99047
H -0.72145 -0.46325 0.19351
H -0.81184 -2.01757 -3.40709
H -1.76210 -0.76985 -2.38102
H 1.77255 -2.43385 -1.01017
O -1.79195 3.98365 3.93412
H -0.91326 4.15689 4.39550
H -1.32089 3.83359 3.06328
```

Its SMILES is C=CC(=C)O.O. The net charge is 0. The LUMO energy comes out at 0.337 eV. Its spin multiplicity is 1.

Record 10
ORCA calculation (ωB97M-V with the def2-TZVPD basis set) on an isolated molecule of C4H8O2.

XYZ file:
```
14
Properties=species:S:1:pos:R:3
C 1.42629 -0.10483 0.49569
C 0.36882 -0.32941 -0.54786
O -0.44731 -1.68828 -0.01671
C -0.81761 0.51529 -0.65890
C -1.15120 1.54213 0.29307
O -0.62632 1.75795 1.37865
H 2.14251 -0.93192 0.52695
H 1.95095 0.81518 0.22320
H 0.97938 0.05411 1.47563
H 0.76941 -0.67026 -1.50478
H -0.53747 -2.33449 -0.73868
H -1.25724 -0.89463 -0.11418
H -1.25090 0.61567 -1.65168
H -2.01515 2.16354 -0.03416
```

The net charge is 0. The LUMO energy comes out at 0.345 eV. Its spin multiplicity is 1.

Record 11
ORCA calculation (ωB97M-V with the def2-TZVPD basis set) on a cluster of 2 separate species, C4H8O2 in total.

XYZ file:
```
14
Properties=species:S:1:pos:R:3
C 0.63414 1.62292 -0.76530
C -0.02813 0.61080 0.11376
C -1.05795 -0.27456 -0.33913
O -1.37606 -1.29822 0.36815
C 0.41196 -1.86096 0.92184
O 1.20867 -1.10654 0.32685
H 0.49441 2.64179 -0.39454
H 1.71139 1.42263 -0.78516
H 0.26011 1.55270 -1.78921
H 0.08818 0.70931 1.18961
H -1.52710 0.80458 0.02977
H -1.23141 -0.24738 -1.42732
H 0.16163 -1.68984 1.98085
H 0.25016 -2.88722 0.56983
```

The net charge is 0. The LUMO energy comes out at 0.826 eV. Its spin multiplicity is 1.

Record 12
ORCA calculation (ωB97M-V with the def2-TZVPD basis set) on a cluster of 2 separate species, C4H8O2 in total.

XYZ file:
```
14
Properties=species:S:1:pos:R:3
C -0.98774 1.95203 0.45465
C -1.33301 0.47379 0.31637
C -0.07466 -0.17182 -0.16368
O 0.62666 -0.80199 0.59476
H -1.86471 2.59165 0.56378
H -0.33539 2.07567 1.32338
H -0.41625 2.27583 -0.42294
H -1.56042 0.02159 1.28383
H -2.16213 0.28390 -0.37301
H 0.24771 0.04785 -1.20761
C 1.96166 -2.18408 -0.59289
O 2.23101 -1.66012 -1.64880
H 1.10335 -2.87181 -0.44347
H 2.56393 -2.03247 0.31564
```

Its SMILES is CCC=O.C=O. The net charge is 0. The LUMO energy comes out at 0.793 eV. Its spin multiplicity is 1.

Computed values of DFT total energy (unit: a.u.) for the preceding records, in sequence: -307.66181, -307.59866, -307.63202, -307.63561, -307.52876, -307.65143, -307.60583, -307.65564, -307.57056, -307.58155, -307.55227, -307.63755.
Computed values of relative energy (zero: lowest compared OMol25 entry of this formula, charge and spin) (unit: kcal per mole) for the preceding records, in sequence: 31.76, 71.39, 50.46, 48.21, 115.25, 38.28, 66.89, 35.63, 89.03, 82.13, 100.50, 46.99.